Entry 1:
Formula: C28H29N3O4
Source: OMol25
Level of theory: the ωB97M-V functional and the def2-TZVPD basis

## Properties
**Highest occupied orbital energy**: -0.2917 Ha
**Relative energy (zero: lowest compared OMol25 entry of this formula, charge and spin)**: 0.953 eV
**Structure (SMILES)**: CNC(=O)[C@H](Cc1c[nH]c2ccccc12)NC(C)=O.O=C(OCc1ccccc1)c1ccccc1

Each line ends with the Löwdin charge.
Element x y z (Å)
O 4.451 -3.885 3.750  0.09
O -4.991 1.105 -1.638  0.04
O -4.028 5.215 -0.132  0.04
O 3.872 -2.911 1.752  0.02
C 4.714 -3.571 2.590  -0.41
C -5.312 0.918 -0.476  -0.55
C -4.397 4.082 -0.416  -0.47
C -1.429 3.108 -1.394  -0.05
C -2.010 2.220 -0.556  -0.18
C 8.632 -4.485 1.058  -0.08
C 1.717 1.252 0.281  -0.08
C 8.301 -4.815 2.375  -0.08
C 7.681 -3.875 0.236  -0.08
C -2.061 -1.469 -1.763  -0.09
C -1.467 -1.242 -3.018  -0.09
C 2.421 1.276 1.489  -0.08
C 1.319 0.030 -0.266  -0.07
C 7.025 -4.530 2.871  -0.01
C 6.405 -3.589 0.732  -0.01
C -2.270 -0.401 -0.868  -0.03
C -1.069 0.056 -3.382  -0.03
C 2.717 0.078 2.148  -0.03
C 1.605 -1.166 0.395  -0.02
C 6.055 -3.907 2.060  -0.13
C -1.903 0.919 -1.212  -0.14
C -1.285 1.111 -2.484  -0.22
C 2.302 -1.150 1.610  -0.20
N -0.991 2.456 -2.529  0.08
N -5.000 3.834 -1.583  0.04
N -5.022 1.733 0.544  0.12
C -6.124 -0.307 -0.125  0.01
C 2.639 -2.435 2.312  -0.12
C -5.249 4.824 -2.629  -0.05
C -2.688 2.575 0.729  -0.09
C -4.177 2.950 0.616  -0.16
H -1.375 4.176 -1.216  0.14
H 9.624 -4.704 0.675  0.10
H 1.480 2.178 -0.236  0.10
H 9.036 -5.292 3.016  0.10
H 7.934 -3.619 -0.788  0.10
H -2.364 -2.469 -1.488  0.09
H -1.315 -2.067 -3.700  0.09
H 2.738 2.223 1.914  0.10
H 0.788 0.001 -1.211  0.09
H 6.789 -4.789 3.900  0.12
H 5.684 -3.107 0.075  0.12
H -2.725 -0.586 0.092  0.10
H -0.605 0.240 -4.338  0.10
H 3.273 0.103 3.080  0.11
H 1.292 -2.108 -0.046  0.12
H -0.562 2.927 -3.312  0.15
H -5.197 2.862 -1.795  0.08
H -5.393 1.430 1.429  0.14
H -6.327 -0.866 -1.038  0.09
H -7.064 -0.003 0.331  0.08
H -5.556 -0.933 0.561  0.08
H 1.848 -3.177 2.159  0.13
H 2.705 -2.243 3.389  0.13
H -5.493 4.320 -3.565  0.08
H -6.079 5.469 -2.337  0.08
H -4.357 5.438 -2.775  0.08
H -2.579 1.742 1.424  0.12
H -2.157 3.425 1.161  0.12
H -4.428 3.421 1.566  0.15

Entry 2:
Formula: C28H29N3RuSi
Source: OMol25
Level of theory: the ωB97M-V functional and the def2-TZVPD basis

## Properties
**Net charge**: +1
**Highest occupied orbital energy (spin up / spin down)**: -0.2924 / -0.4194 Ha
**Relative energy (zero: lowest compared OMol25 entry of this formula, charge and spin)**: 0.000 eV
**2S+1**: 6

Each line ends with the Mulliken spin population.
Element x y z (Å)
C 1.143 1.178 -0.302  0.26
C 0.056 1.435 -1.213  -0.17
C -1.159 1.497 -0.444  0.23
H 0.152 1.710 -2.253  0.01
C -0.818 1.269 0.930  0.25
C 0.601 1.100 1.018  0.03
H 1.195 0.972 1.918  0.02
H 2.195 1.131 -0.574  0.01
H -2.140 1.743 -0.828  0.03
H -1.536 1.267 1.742  0.02
Ru -0.325 -0.530 -0.520  3.27
C -1.496 -2.412 -3.010  0.16
H -2.504 -2.067 -2.762  -0.01
H -1.398 -3.334 -2.407  0.01
H -1.559 -2.621 -4.090  0.00
Si 0.009 -1.237 -2.892  -0.01
C 1.683 -0.915 -3.810  0.08
C 2.420 0.294 -3.753  0.11
H 1.960 1.223 -3.392  0.00
C 3.780 0.331 -4.107  0.01
H 4.342 1.274 -4.075  0.00
C 4.428 -0.846 -4.496  0.01
H 5.490 -0.832 -4.724  0.00
C 3.718 -2.048 -4.555  -0.01
H 4.228 -2.983 -4.800  0.00
C 2.342 -2.066 -4.275  -0.06
H 1.787 -3.012 -4.331  0.01
C -1.076 0.149 -3.748  0.02
C -0.639 0.748 -4.926  0.02
H 0.362 0.588 -5.337  0.00
C -1.478 1.640 -5.619  0.01
H -1.130 2.090 -6.548  0.00
C -2.751 1.912 -5.145  0.00
H -3.432 2.560 -5.696  0.00
C -3.207 1.300 -3.987  0.00
H -4.219 1.435 -3.610  0.00
C -2.361 0.453 -3.266  0.02
H -2.722 0.039 -2.313  0.04
H 1.110 -1.152 -0.910  0.35
H 1.084 -1.847 -1.839  0.24
N 0.711 -2.107 2.213  0.03
C -0.254 -2.881 1.523  -0.04
C -0.530 -4.160 1.991  0.00
C -1.673 -4.814 1.515  0.03
C -2.461 -4.139 0.574  -0.01
C -2.092 -2.876 0.142  0.02
N -0.940 -2.302 0.532  -0.02
C 0.207 -1.238 3.191  -0.01
C 1.064 -0.783 4.206  0.00
C 0.537 0.042 5.187  0.00
C -0.831 0.359 5.121  0.00
C -1.595 -0.141 4.061  0.00
N -1.069 -0.893 3.092  0.01
H 1.508 -2.641 2.562  0.00
H 0.124 -4.557 2.771  0.00
H -1.942 -5.803 1.883  0.00
H -3.352 -4.586 0.133  0.00
H -2.674 -2.298 -0.574  0.00
H 2.103 -1.105 4.139  0.00
H 1.166 0.448 5.986  0.00
H -1.299 0.997 5.867  0.00
H -2.658 0.086 3.975  0.00

Entry 3:
Formula: C28H29N6NaO6Se2
Source: OMol25
Level of theory: the ωB97M-V functional and the def2-TZVPD basis

## Properties
**Net charge**: -2
**Highest occupied orbital energy**: -0.0895 Ha
**Relative energy (zero: lowest compared OMol25 entry of this formula, charge and spin)**: 0.470 eV

Each line ends with the Löwdin charge.
Element x y z (Å)
Na 0.072 0.358 -0.217  0.24
O -1.149 4.226 1.835  -0.08
C -0.688 3.071 1.634  -0.55
N -1.288 1.968 1.267  0.01
C -2.696 2.094 1.034  -0.20
C -3.223 1.156 -0.031  -0.24
C -4.603 1.095 -0.258  -0.05
C -5.095 0.255 -1.234  -0.10
C -4.198 -0.513 -1.968  -0.08
C -2.852 -0.393 -1.674  -0.11
N -2.374 0.418 -0.733  0.14
C 0.794 2.863 1.961  -0.19
C 1.419 3.779 2.809  -0.02
C 2.715 3.536 3.222  -0.09
C 3.362 2.391 2.775  -0.08
C 2.679 1.557 1.902  -0.15
N 1.435 1.791 1.496  0.13
H -2.996 3.119 0.772  0.11
H -3.259 1.849 1.952  0.12
H -5.265 1.706 0.344  0.10
H -6.162 0.189 -1.415  0.09
H -4.527 -1.196 -2.740  0.09
H -2.110 -0.983 -2.199  0.10
H 0.848 4.644 3.116  0.10
H 3.218 4.223 3.896  0.09
H 4.369 2.141 3.084  0.09
H 3.138 0.653 1.512  0.07
O 0.592 -4.413 -4.767  0.03
C 0.509 -3.495 -3.743  -0.30
C 0.814 -2.160 -3.937  0.02
C 0.707 -1.292 -2.859  -0.18
N 0.297 -1.687 -1.649  0.17
C 0.019 -2.980 -1.477  -0.16
C 0.122 -3.926 -2.492  0.05
C -0.450 -3.455 -0.094  -0.68
O -0.190 -4.659 0.150  -0.07
O -1.052 -2.630 0.605  -0.07
C 1.081 0.195 -3.106  -0.63
O 1.658 0.412 -4.195  -0.06
O 0.797 1.000 -2.201  -0.04
H 0.870 -3.936 -5.554  0.09
H 1.147 -1.749 -4.882  0.11
H -0.085 -4.962 -2.266  0.12
C 3.037 -4.057 1.722  -0.43
Se 2.213 -2.374 2.229  0.88
C 0.714 -3.203 3.180  -0.57
C -0.067 -2.173 3.974  -0.57
Se -0.682 -0.672 2.886  0.94
C -0.474 0.667 4.277  -0.41
H 2.335 -4.616 1.104  0.01
H 3.318 -4.636 2.603  0.01
H 3.938 -3.819 1.157  0.00
H 1.141 -3.938 3.870  0.06
H 0.099 -3.715 2.443  0.04
H 0.563 -1.750 4.762  0.05
H -0.935 -2.643 4.440  0.05
H -0.996 0.350 5.181  0.01
H -0.923 1.582 3.897  0.00
H 0.580 0.845 4.492  0.02
N 4.491 0.084 -4.814  0.09
C 4.339 -0.168 -3.448  -0.35
C 4.146 0.877 -2.551  -0.03
C 3.815 0.571 -1.247  -0.15
N 3.717 -0.668 -0.762  0.07
C 4.002 -1.653 -1.610  -0.16
C 4.329 -1.463 -2.941  -0.04
H 3.894 0.868 -5.053  0.07
H 4.143 -0.704 -5.342  0.08
H 4.098 1.903 -2.891  0.11
H 3.540 1.369 -0.566  0.09
H 3.907 -2.661 -1.219  0.10
H 4.465 -2.318 -3.592  0.10

Entry 4:
Formula: C28H30BiF12N3O2S3
Source: OMol25
Level of theory: the ωB97M-V functional and the def2-TZVPD basis

## Properties
**Highest occupied orbital energy**: -0.2825 Ha
**Relative energy (zero: lowest compared OMol25 entry of this formula, charge and spin)**: 0.345 eV

Each line ends with the Löwdin charge.
Element x y z (Å)
Bi 0.189 0.180 -0.431  1.61
C 0.942 0.617 -3.880  -0.10
N -0.076 -0.181 -3.204  -0.36
C 0.074 -1.591 -3.553  -0.11
C -1.435 0.300 -3.489  -0.20
C -2.325 0.142 -2.264  -0.25
N -1.797 0.960 -1.177  -0.19
C -2.461 2.029 -0.658  -0.20
C -1.736 2.991 0.077  -0.16
F -0.389 2.826 0.175  0.00
C -2.298 4.090 0.679  -0.22
F -1.502 4.931 1.350  0.10
C -3.654 4.345 0.588  0.06
C -4.392 3.435 -0.138  -0.22
F -5.720 3.602 -0.254  0.09
C -3.835 2.322 -0.737  -0.15
F -4.692 1.483 -1.368  0.04
H 0.878 0.515 -4.973  0.10
H 1.935 0.312 -3.549  0.07
H 0.808 1.669 -3.625  0.08
H -0.044 -1.746 -4.634  0.09
H -0.664 -2.193 -3.023  0.07
H 1.061 -1.942 -3.252  0.07
H -1.862 -0.232 -4.351  0.13
H -1.382 1.360 -3.745  0.12
H -2.327 -0.913 -1.965  0.07
H -3.353 0.388 -2.516  0.11
H -4.107 5.206 1.053  0.13
F 3.713 1.398 3.949  0.13
C 2.929 0.387 4.345  -0.61
F 2.896 0.436 5.692  0.12
F 3.552 -0.757 4.023  0.13
C 1.542 0.470 3.766  -0.12
C 0.455 0.578 4.607  0.01
C -0.833 0.650 4.087  -0.04
C -0.981 0.597 2.722  -0.12
N 0.074 0.501 1.907  -0.15
C 1.349 0.434 2.368  -0.72
S 2.592 0.325 1.184  0.59
H 0.614 0.603 5.676  0.13
H -1.698 0.731 4.727  0.11
H -1.952 0.605 2.246  0.09
C 3.043 2.991 -1.494  -0.08
C 4.192 2.073 -1.848  -0.28
O 3.730 0.734 -1.822  -0.24
C 4.773 -0.212 -1.968  -0.28
C 4.187 -1.592 -1.790  -0.07
H 3.350 4.034 -1.574  0.08
H 2.709 2.801 -0.474  0.04
H 2.205 2.832 -2.173  0.06
H 5.011 2.189 -1.127  0.12
H 4.592 2.309 -2.845  0.12
H 5.547 -0.023 -1.212  0.12
H 5.243 -0.103 -2.957  0.12
H 3.724 -1.666 -0.805  0.04
H 4.960 -2.356 -1.870  0.09
H 3.429 -1.793 -2.549  0.07
C -6.044 -0.199 1.026  -0.24
S -4.572 -1.041 0.441  0.81
C -4.933 -2.634 1.184  -0.25
O -3.426 -0.490 1.222  -0.57
H -6.089 -0.284 2.111  0.06
H -6.921 -0.645 0.558  0.06
H -5.964 0.843 0.730  0.03
H -4.999 -2.507 2.264  0.06
H -4.103 -3.293 0.937  0.05
H -5.860 -3.030 0.774  0.06
F 4.078 -4.448 2.620  0.14
C 3.002 -3.938 2.032  -0.13
C 1.981 -3.399 2.795  -0.15
F 2.070 -3.406 4.122  0.13
C 0.867 -2.869 2.170  -0.25
F -0.100 -2.377 2.946  0.10
C 0.732 -2.853 0.784  -0.54
S -0.719 -2.190 0.025  0.60
C 1.764 -3.423 0.049  -0.26
F 1.699 -3.458 -1.285  0.08
C 2.889 -3.956 0.653  -0.15
F 3.866 -4.482 -0.087  0.12